The following is a quantum chemistry calculation of a 7-piece molecular cluster, C30H78O19P4S3 overall in a non-equilibrium geometry, from the OMol25 dataset.

XYZ file:
```
134
Properties=species:S:1:pos:R:3:forces:R:3:lowdin_charge:R:1
H 0.8794 -0.1384 3.4727 0.071 0.641 -0.031 0.097
H 0.5828 -1.6432 5.5458 -0.723 0.830 1.084 0.061
C -0.5916 5.1955 -3.9140 0.036 0.103 -0.750 -0.256
H 4.1996 0.5469 -0.3409 0.014 -0.219 0.550 0.013
C 3.2720 3.0263 -4.8860 0.560 0.344 0.199 -0.249
C 4.5349 0.9291 -1.2904 1.104 -1.234 -0.086 -0.245
H 2.5300 3.5520 4.1424 -0.319 -0.426 0.196 0.075
C 1.2609 -1.7641 4.7491 0.061 -0.626 -2.335 -0.054
H 1.5716 2.3398 3.1790 -0.445 -0.262 0.109 0.026
H 4.5300 3.1018 2.5985 0.239 0.645 0.448 0.105
C -2.0738 -6.4150 1.7103 0.594 0.860 -0.130 -0.071
H -1.8385 -6.4147 -0.5071 -0.078 0.510 0.302 0.117
H -1.3340 4.5706 -3.4737 -0.458 -0.741 0.418 0.090
O -1.5204 -2.9976 -0.6206 -0.753 0.152 0.329 -0.236
C 3.6650 2.5282 -6.2766 -1.346 -0.088 0.580 -0.061
C 1.7227 -0.4885 4.0561 -0.609 -0.274 0.469 -0.250
C 5.5941 -1.0831 6.7372 0.509 0.467 1.126 -0.081
H -4.3239 3.2930 1.7778 -0.114 0.804 0.241 0.055
O 1.8188 3.0939 -2.2181 2.046 -1.002 1.175 -0.186
C -1.1555 -0.3630 -5.8819 -0.651 -1.095 -0.676 -0.246
H 2.0349 0.2235 4.8038 0.073 0.564 -0.037 0.102
H -4.2803 0.9878 2.5294 0.305 -0.170 0.421 0.107
H -0.6645 -7.2076 0.4759 0.848 0.040 -0.445 0.111
C -7.6465 -2.3796 2.8360 -0.466 0.102 -0.233 -0.082
C -4.6423 1.1884 1.5398 0.506 0.632 -2.252 -0.242
H -2.1338 -0.1267 1.2869 -0.724 0.693 0.708 0.018
H 3.5275 2.0704 1.6486 0.171 -0.127 1.297 0.113
H 0.6656 -2.3359 3.9977 0.755 -0.075 0.494 0.090
H -0.1713 -1.5227 -3.6988 0.242 -0.193 0.508 0.059
H -0.9008 -1.3752 1.0948 -0.345 0.254 -0.441 0.058
H 1.9480 0.1790 -0.7342 -0.077 0.148 0.118 0.031
H -8.5210 -1.7352 2.6280 0.489 -0.138 0.315 0.075
H -0.1566 6.1204 -5.7823 -0.234 -0.598 -0.122 0.075
O -2.6457 -2.4561 -4.9535 0.605 -0.363 0.043 -0.546
O -0.2694 2.2000 -3.4672 0.795 0.638 0.184 -0.240
C -6.3670 -1.6415 2.4950 -0.691 1.718 0.237 -0.232
O 5.0169 0.0214 -3.7588 0.150 0.396 -0.484 -0.557
C 2.4343 5.1118 -1.0442 -0.212 0.787 -2.139 -0.053
C 1.0876 -0.3111 -0.2905 -0.280 -2.144 0.298 -0.264
H 5.5792 1.2398 -1.2121 -0.307 0.629 0.053 0.068
H 1.7818 3.2152 -0.2083 0.372 -0.632 0.751 0.082
H -2.6466 -5.5185 1.8893 -0.534 0.230 -0.126 0.067
C 1.5889 3.8490 -1.0384 -1.302 1.075 -0.265 -0.243
C -0.6844 -4.9042 -4.4741 0.419 -0.513 -0.346 -0.079
H 1.8662 -5.2420 -0.0903 -0.399 -0.145 0.310 0.109
H -0.8158 0.0522 -3.1027 -0.269 -0.697 -0.074 0.038
H 3.3651 -2.7445 -0.6579 0.364 0.505 0.000 0.052
H 3.5265 1.4412 -6.3007 0.333 0.155 0.147 0.083
O 0.4056 1.4123 1.5292 -0.394 -0.463 -0.344 -0.566
O -6.0738 1.0980 1.4945 -0.003 0.795 0.334 -0.193
H -5.9087 4.2698 3.4901 -0.899 0.674 0.517 0.084
H -0.8557 0.6151 -5.5413 0.109 0.358 -0.026 0.027
H 4.1922 -4.1910 -0.0898 -0.690 0.272 0.302 0.106
C 2.3377 3.0851 3.1692 2.028 0.783 0.487 -0.062
H 0.4981 4.0371 -1.0073 0.491 0.341 0.164 0.132
O -6.2380 -0.4825 3.4412 -0.734 0.538 -1.577 -0.212
O 4.9792 -0.3983 1.9137 -0.261 -0.043 -0.168 -0.229
C -1.3986 -0.5081 0.6324 1.919 0.346 0.032 -0.221
P -0.4639 -3.9941 -0.6744 -0.703 -1.578 -2.182 0.358
H -8.1282 2.6158 4.7931 0.509 0.249 -0.045 0.131
H 4.6947 2.7861 -6.4283 0.477 0.089 -0.438 0.072
H -0.0187 -4.0581 -4.5740 -0.104 0.537 -0.138 0.062
O -0.4130 -5.1372 0.4267 -0.453 -0.388 0.035 -0.183
H -7.7024 -2.7477 3.8797 0.269 0.329 -0.580 0.088
C -7.0797 2.9084 4.5848 -1.234 1.138 0.678 -0.281
H -1.8147 -0.6822 -0.3436 -0.222 -0.571 -0.177 0.025
S 4.5933 -0.4759 -2.4310 -0.475 -0.450 0.477 0.789
H 3.8244 1.6330 -1.6520 -0.279 0.779 -0.521 0.016
O -0.4321 -4.7991 -2.0778 0.762 -0.100 1.098 -0.203
H 0.5859 -0.9918 -1.0164 0.578 0.494 0.291 0.045
C -1.0535 -1.0187 -3.3034 0.089 -0.454 1.008 -0.299
H 5.4262 -2.1234 6.5108 0.510 -0.511 0.120 0.073
C -1.3986 -4.8324 -3.1478 -0.992 0.549 0.801 -0.257
H -2.0493 -5.7009 -2.9486 0.222 0.193 -0.307 0.117
H -1.5241 -1.5538 -2.4218 0.809 0.624 -0.910 0.045
H 3.4918 4.9133 -0.9294 0.229 -0.286 0.269 0.068
O 1.9362 2.5789 -4.6150 -0.253 -0.278 -0.028 -0.170
H 2.3113 -4.6148 -1.6209 -0.034 -0.086 -1.552 0.105
H -1.3759 -4.9357 -5.3368 0.257 0.141 0.620 0.088
C 4.7820 -0.2830 5.7700 -0.228 0.127 0.410 -0.306
H 5.1060 0.7352 5.8810 -0.136 0.717 -0.437 0.108
H -7.7631 -3.2208 2.1615 0.088 -0.375 -0.065 0.069
H 2.0206 3.9472 2.5672 0.209 -0.497 -0.392 0.076
H -2.7272 -7.2851 1.6175 0.161 0.037 0.441 0.084
P -6.9182 0.8986 2.8183 1.236 -2.367 0.741 0.380
H -1.7744 -0.3576 -6.7833 -0.186 0.566 0.185 0.045
H 6.9137 -0.7329 -2.0566 -0.060 -0.373 0.080 0.063
H 2.1302 5.8577 -0.3144 -0.134 -0.155 0.167 0.074
C -0.8539 5.3372 -5.4204 0.187 0.344 -0.695 -0.076
H -6.3371 -1.2289 1.4598 -0.456 -0.388 0.611 0.117
H -2.0199 -3.9206 -3.0214 0.287 -0.574 -0.549 0.095
H 5.1833 -0.8834 7.7451 0.136 -0.184 -0.346 0.085
P 4.2397 -0.1427 3.1471 0.999 0.660 1.564 0.408
H -0.6163 6.1440 -3.3442 0.314 -0.328 -0.534 0.124
H 3.7169 -0.3385 6.0604 0.334 -0.077 -0.377 0.113
C 2.1166 -4.3415 -0.6266 -1.315 0.637 1.128 -0.198
C 3.6841 2.4512 2.7102 -1.463 -0.786 -1.642 -0.211
H -1.8746 5.6904 -5.7396 0.830 -0.498 0.748 0.087
H -0.3213 -0.9868 -6.2145 0.220 -0.109 0.768 0.060
H -7.6100 4.2650 2.9920 -0.151 0.182 -0.105 0.072
H 2.3594 5.6016 -2.0862 -0.119 -0.664 1.597 0.102
O -6.4286 1.8534 3.9519 1.209 -0.447 -0.960 -0.170
H -1.3503 -6.4383 2.5501 -0.529 -0.540 -0.351 0.089
H 3.3632 4.1391 -4.7267 -0.235 -1.028 -0.390 0.136
P 0.9607 3.0255 -3.4763 -1.959 0.763 -2.129 0.356
O 2.7780 -0.7081 3.1024 -0.242 -0.643 -0.038 -0.173
H 5.9266 -1.3173 -0.6521 0.101 0.120 0.664 0.030
H 2.0927 -2.3278 5.1125 0.557 -0.594 0.119 0.067
H 1.3297 -0.9390 0.6145 0.242 0.628 -0.964 0.075
O 0.7227 4.6014 -3.7615 -0.482 -0.219 0.355 -0.209
H -3.2424 2.6565 0.5560 1.478 -0.482 0.338 0.052
H 3.0202 -3.2557 0.9817 0.224 -0.273 -0.022 0.089
O 0.9463 -3.3658 -0.5834 2.017 -1.271 0.201 -0.180
H 0.0122 -5.7607 -4.5455 -0.587 0.011 0.237 0.081
C 3.2420 -3.6142 -0.0265 1.154 0.554 -0.012 -0.069
H 2.9852 2.9122 -7.0452 0.388 0.297 0.052 0.079
H -4.2965 0.4479 0.7976 -0.014 -0.048 0.658 0.114
C -4.2049 2.5765 0.9948 -1.187 -0.933 0.003 -0.038
H -7.2422 5.0787 4.5455 0.348 -0.163 -0.249 0.080
C -1.2674 -6.3110 0.4250 -0.108 -0.305 0.210 -0.244
H 3.9339 2.5192 -4.1796 -0.037 0.165 0.137 0.094
O 4.1005 1.3880 3.6274 -0.274 -0.139 -0.677 -0.203
S -2.2394 -1.0729 -4.5980 -0.947 1.487 -0.834 0.815
O -8.3329 0.8790 2.5193 -0.963 0.124 -0.059 -0.207
C 6.0430 -1.3056 -1.7196 -0.702 -0.067 -0.495 -0.242
S -0.1475 0.7864 0.2661 -0.692 1.154 0.625 0.834
H -4.7781 2.8243 0.1030 -0.771 0.061 0.331 0.085
H -6.5195 3.0099 5.4961 -0.117 -0.022 0.741 0.111
O 5.0129 -0.7680 4.4435 -0.921 0.596 -1.111 -0.169
H 5.9853 -2.3488 -2.0698 0.422 0.521 -0.116 0.052
C -6.9683 4.2613 3.8682 0.795 -1.284 -0.644 -0.058
H -0.6287 4.3574 -5.9438 -0.290 1.148 0.648 0.094
H -5.4656 -2.2076 2.5645 0.567 -0.533 0.571 0.100
H 6.6724 -0.7584 6.8085 -1.056 -0.711 -0.520 0.100
```
Positions in Å, forces in eV/Å.

Output
Calculated total energy, eV: -140946.4242
Total charge: 0
Gap between HOMO and LUMO, eV: 8.760
Relative energy (zero: lowest compared OMol25 entry of this formula, charge and spin), kcal/mol: 0.00
E_HOMO, eV: -8.31